No. 1
Formula: C3H14N4
Source: the OMol25 dataset
Level of theory: the ωB97M-V functional and the def2-TZVPD basis

The relative energy (zero: lowest compared OMol25 entry of this formula, charge and spin) is 41.1 kcal/mol. The value obtained for the frontier orbital gap is 10.2 eV. The value obtained for the energy is -9278.8518 eV. Its largest force on an atom is 3.86 eV/A.

```
! wB97M-V def2-TZVPD RIJCOSX def2/J DEFGRID3
* xyz 2 1
C 0.6251 0.6335 1.6101
C -0.5939 -2.1261 1.5806
C 0.5050 -0.3077 0.4593
N 0.3219 2.1286 -1.1329
N 0.0130 -1.5045 0.4716
N -0.7101 1.9735 -2.1549
N 0.0070 -2.2529 -0.6620
H -0.2139 1.2620 1.7411
H 1.5137 1.2175 1.4157
H 0.6667 0.0302 2.6378
H -0.0430 -2.9585 2.0987
H -0.7296 -1.3112 2.2573
H -1.5733 -2.4645 1.3783
H 0.7088 0.1598 -0.4615
H 1.2944 2.1113 -1.5996
H -0.6773 2.6867 -2.9037
H -0.5180 0.9933 -2.4612
H -1.6075 1.9924 -1.7213
H 0.2921 3.1432 -0.8907
H -0.1069 -3.2093 -0.4673
H 0.8256 -2.1974 -1.1954
*
```

Mulliken atomic charge list, values in e, 8 entries:
1 C -1.457
2 C -0.912
3 C 0.477
4 N -0.645
5 N 0.553
6 N -0.225
7 N -0.805
8 H 0.357

No. 2
Formula: C4H10OS2
Source: the OMol25 dataset
Level of theory: the ωB97M-V functional and the def2-TZVPD basis

The relative energy (zero: lowest compared OMol25 entry of this formula, charge and spin) is 63.9 kcal/mol. The SMILES is CC[C@H](C)[S@@H](=O)=S. The value obtained for the frontier orbital gap is 9.7 eV. The value obtained for the energy is -28025.8187 eV. Its largest force on an atom is 3.09 eV/A.

```
! wB97M-V def2-TZVPD RIJCOSX def2/J DEFGRID3
* xyz 0 1
C 1.9733 0.3225 -0.4697
C 0.8377 -0.6794 -0.4373
C -0.4702 0.1048 -0.1239
C -0.3203 1.2911 0.8945
S -1.8355 -1.0675 0.2762
O -1.4473 -2.0769 1.2481
S -3.6220 -0.3228 0.3139
H 2.1755 0.9847 0.4524
H 2.8937 -0.1296 -0.8130
H 1.6677 1.1185 -1.2805
H 0.7562 -1.1846 -1.4134
H 1.0383 -1.4760 0.1872
H -0.9259 0.3779 -1.1416
H 0.3281 1.1229 1.7391
H 0.0317 2.1931 0.3768
H -1.3782 1.2648 1.1723
H -1.7030 -1.8436 -0.9809
*
```

Mulliken atomic charge list, values in e, 8 entries:
1 C -1.094
2 C -0.582
3 C 0.055
4 C -1.172
5 S 0.503
6 O -0.577
7 S -0.302
8 H 0.263